The following is a DFT calculation (wB97M-V/def2-TZVPD) of a 10-piece molecular cluster, C14H48N4O10 overall.

As for the HOMO-LUMO gap: 9.19 eV. As for the HOMO energy: -0.327 Ha. The total charge is 0. The calculation puts the energy at -1533.4169 Eh. Its structure (SMILES) is NC(N)=O.NC(N)=O.CCO.CCO.CCO.CCO.CO.CO.CO.CO. The calculation puts the energy above the lowest of the compared OMol25 structures with the same formula, charge and spin at 712.0 kJ/mol. Its lowest unoccupied orbital energy is 0.305 eV.

Element x y z (Å)
O  -1.21818  0.37667  -2.33609
O  -0.89714  -2.72395  3.09172
O  1.47058  -0.93543  3.25768
O  2.08935  0.72419  -0.41260
O  1.12930  -2.28909  -2.51731
O  2.11274  -4.74591  1.44392
O  0.30854  2.77594  3.09010
O  -3.48066  -2.05506  -1.25893
O  1.60703  3.75473  -1.19167
O  -2.59132  0.80964  -0.00250
N  0.57204  -1.14303  -0.18961
N  -1.50981  -2.50660  0.79051
N  0.38250  0.44806  1.24623
N  -1.79448  -0.75125  2.14637
C  1.01926  -0.00427  0.18186
C  -0.28219  4.14789  3.08643
C  -2.62456  -2.33226  -2.36318
C  2.81832  -0.82584  3.13056
C  1.35150  -2.02307  -3.88821
C  -1.43116  -2.07516  2.02806
C  3.25632  0.46782  3.93548
C  -2.61836  2.07938  0.39061
C  1.16383  4.43041  -0.02691
C  -0.27941  1.34645  -2.86552
C  -0.30919  1.33908  -4.41551
C  0.12816  -2.56651  -4.69915
C  2.52813  -3.54566  0.78244
C  -2.90804  2.05710  1.89498
H  1.45115  -0.90285  -4.04563
H  -3.67367  1.27494  2.13259
H  0.43891  4.97162  2.92330
H  -3.37636  2.93116  2.21392
H  1.02599  -0.45841  2.50698
H  3.36373  -1.63113  3.40919
H  0.93198  -3.24900  -2.42017
H  -2.17712  -2.14776  0.09586
H  0.14348  2.39971  3.95507
H  2.00362  -2.70249  1.32406
H  -0.50402  2.31913  -2.44396
H  -2.67794  -1.49141  -3.06480
H  2.10772  -4.63921  2.42683
H  -0.46228  -0.04651  1.67360
H  -2.94955  -3.26535  -2.91083
H  1.02741  -1.55203  -1.01749
H  -3.19754  2.83760  -0.15836
H  -0.79979  -2.06841  -4.39182
H  -1.64285  2.43617  0.14121
H  2.06597  2.95014  -0.91920
H  -0.89525  4.38249  3.91235
H  2.27721  -3.54811  -0.32595
H  0.23390  -2.28015  -5.69925
H  -2.18337  -0.04633  1.45120
H  3.60715  -3.32255  0.77808
H  2.93662  -0.78322  2.07945
H  1.83904  4.29306  0.74658
H  4.23121  0.82859  3.54353
H  -2.03745  1.89437  2.46725
H  -1.28475  1.76601  -4.69928
H  -1.54573  -2.61829  -2.16136
H  -0.00711  -3.70071  -4.69479
H  3.36515  0.16480  4.95239
H  0.60931  1.79724  -4.89098
H  -2.11850  0.72494  -0.80621
H  -0.81315  -0.24958  -1.68865
H  -0.30489  0.30115  -4.57905
H  -0.99203  4.24394  2.31806
H  2.27210  -2.41209  -4.26021
H  -1.83153  -0.40423  3.14577
H  1.19124  5.48227  -0.21296
H  0.70429  1.31194  1.74171
H  -4.23822  -1.52161  -1.36377
H  0.11212  4.34555  0.29702
H  -1.18959  -3.56988  0.64268
H  2.51681  1.29019  3.77215
H  -0.24883  -1.63881  0.24888
H  0.70226  1.06885  -2.47472